No. 1
The following is a DFT calculation (ωB97M-V with the def2-TZVPD basis set) of a single CH2Cl2NO2P molecule.

Geometry (Å):
O 0.68758 1.51558 -0.41749
C 1.36132 0.60065 0.02078
N 0.78174 -0.61710 0.10084
P -1.04155 -0.20175 -0.40370
O -1.47714 -0.03476 -1.77163
Cl -1.77486 1.07499 0.85053
Cl -1.71765 -1.88849 0.34349
H 2.36671 0.57974 0.27176
H 0.81385 -1.02885 1.00541

Forces on atoms 1 to 3 (eV/Å):
O 1.13 0.36 -0.22
C -2.08 0.24 -1.03
N -3.60 0.87 -1.38

## Properties
* SMILES: O=CNP(=O)(Cl)Cl
* frontier orbital gap: 11.46 eV

Here are the Löwdin charges for atoms 1 to 6, given in e:
1 O -0.0496
2 C -0.4107
3 N -0.0466
4 P -0.1501
5 O -0.3548
6 Cl 0.4569

---

No. 2
The following is a DFT calculation (ωB97M-V with the def2-TZVPD basis set) of a 2-piece molecular cluster, CH2Cl2NO2S overall.

Geometry (Å):
C 0.38901 2.23426 0.64436
N 0.01082 -2.12648 0.26830
O -0.38644 -2.17926 -2.43806
O 0.78392 1.49482 1.51342
S -0.18170 -1.19902 -1.24423
Cl -1.17732 2.92115 0.66487
Cl 1.41877 2.84041 -0.60376
H -0.78699 -2.64530 0.30184
H -0.07007 -1.34058 0.89326

Forces on atoms 1 to 3 (eV/Å):
C 1.51 -1.63 2.35
N 3.00 1.14 -0.95
O 0.18 -0.06 0.62

## Properties
* net charge: -1
* frontier orbital gap: 3.76 eV

Here are the Löwdin charges for atoms 1 to 6, given in e:
1 C -1.3223
2 N -0.3545
3 O -0.8706
4 O -0.0422
5 S 0.4233
6 Cl 0.6531

---

No. 3
The following is a DFT calculation (ωB97M-V with the def2-TZVPD basis set) of CH2Cl2NO2S as an isolated structure.

Geometry (Å):
C -1.20876 0.58728 1.52108
N 0.79714 -0.01290 -1.23981
O 2.11202 -0.41910 0.89013
O -0.00947 -1.74190 0.29617
S 0.70457 -0.46803 0.44851
Cl -2.36090 -0.49025 0.79748
Cl -0.98509 1.92068 0.39125
H -0.08194 -0.40067 -1.66389
H 1.03243 1.02489 -1.44093

Forces on atoms 1 to 3 (eV/Å):
C 1.70 -0.40 -0.06
N -0.16 1.07 -0.19
O -0.95 -0.15 -0.06

## Properties
* net charge: -1
* frontier orbital gap (spin up / spin down): 7.39 / 7.39 eV

Here are the Löwdin charges for atoms 1 to 6, given in e:
1 C -1.0438
2 N -0.2072
3 O -0.4723
4 O -0.5682
5 S 0.4698
6 Cl 0.4192

---

No. 4
The following is a DFT calculation (ωB97M-V with the def2-TZVPD basis set) of CH2Cl2O as an isolated structure.

Geometry (Å):
C -1.84479 0.33306 0.74653
O 1.83777 -0.12148 0.14815
Cl -1.85699 -1.02018 -0.16202
Cl -1.39037 1.66870 -0.15592
H 1.68612 -1.08425 0.23468
H 1.56826 0.22415 -0.81141

Forces on atoms 1 to 3 (eV/Å):
C -0.25 1.01 1.67
O -0.80 0.86 -2.59
Cl 0.02 -1.73 -1.17

## Properties
* frontier orbital gap: 8.57 eV

Charges per atom according to Löwdin partitioning, unit e:
1 C -1.0867
2 O -0.1471
3 Cl 0.5729
4 Cl 0.5329
5 H 0.0303
6 H 0.0977

---

No. 5
The following is a DFT calculation (ωB97M-V with the def2-TZVPD basis set) of a 2-piece molecular cluster, CH2Cl2O3S overall.

Geometry (Å):
C 1.33022 -0.10941 -0.12502
O -1.37595 -1.57359 -0.06312
O -2.49432 0.20743 1.27062
O -0.44027 1.73026 -1.13802
S -2.24970 -0.43300 0.00276
Cl 2.22806 -0.27975 1.30179
Cl 0.72166 1.60708 -0.11028
H 1.91812 -0.44684 -1.03037
H 0.36218 -0.70220 -0.10835

Forces on atoms 1 to 3 (eV/Å):
C -1.60 -1.38 -1.75
O -0.24 0.16 0.28
O 0.43 -0.60 -0.73

## Properties
* frontier orbital gap: 8.65 eV

Here are the Löwdin charges for atoms 1 to 6, given in e:
1 C -0.8928
2 O -0.4481
3 O -0.4082
4 O -0.7152
5 S 0.8891
6 Cl 0.6102

---

No. 6
The following is a DFT calculation (ωB97M-V with the def2-TZVPD basis set) of a 2-piece molecular cluster, CH2Cl2OSi overall.

Geometry (Å):
C 1.11028 -1.08672 -1.35283
O 1.54743 -2.03878 -0.79927
Si -0.82942 0.54005 0.74481
Cl -0.10338 0.50988 2.60202
Cl -0.94692 2.53903 0.10272
H 1.33522 -0.44492 -2.21183
H -2.11321 -0.01853 0.91438

Forces on atoms 1 to 3 (eV/Å):
C -0.64 -0.88 2.68
O -0.30 1.57 -1.68
Si 1.27 0.66 -1.76

## Properties
* frontier orbital gap (spin up / spin down): 7.33 / 8.08 eV

Here are the Löwdin charges for atoms 1 to 6, given in e:
1 C -0.0753
2 O 0.0218
3 Si -0.1873
4 Cl 0.2112
5 Cl 0.1109
6 H 0.0605

---

No. 7
The following is a DFT calculation (ωB97M-V with the def2-TZVPD basis set) of a single CH2Cl3ISi molecule.

Geometry (Å):
Cl 1.72827 -1.03103 1.02074
C 0.05966 -0.83273 0.61979
I -1.15214 -0.39086 2.39321
Si -0.20614 0.82207 -0.65548
Cl 0.32257 -0.03909 -2.38961
Cl 1.22297 2.17562 -0.29499
H -0.37257 -1.82855 0.31052
H -1.60263 1.12457 -1.00419

Forces on atoms 1 to 3 (eV/Å):
Cl 0.62 -0.11 0.06
C -1.77 1.13 -0.70
I 0.19 0.03 -0.20

## Properties
* SMILES: Cl[C@@H](I)[SiH](Cl)Cl
* frontier orbital gap: 9.70 eV

Here are the Löwdin charges for atoms 1 to 6, given in e:
1 Cl 0.4716
2 C -1.3402
3 I 0.6514
4 Si -0.3488
5 Cl 0.2797
6 Cl 0.3277

---

No. 8
The following is a DFT calculation (ωB97M-V with the def2-TZVPD basis set) of a 2-piece molecular cluster, CH2ClFO overall.

Geometry (Å):
C 3.25918 -0.53486 -0.49632
O -0.41231 -0.33778 -0.39569
F 3.49937 -1.14025 0.72188
Cl 3.71335 1.06667 -0.32417
H -0.81935 0.13052 0.29864
H -0.68866 -1.30525 -0.41027

Forces on atoms 1 to 3 (eV/Å):
C 0.12 -1.85 1.64
O 0.69 -2.52 -1.78
F -0.37 1.04 -1.83

## Properties
* frontier orbital gap: 9.82 eV

Charges per atom according to Löwdin partitioning, unit e:
1 C -0.4855
2 O -0.0754
3 F -0.1529
4 Cl 0.6398
5 H -0.0035
6 H 0.0775

---

No. 9
The following is a DFT calculation (ωB97M-V with the def2-TZVPD basis set) of a 2-piece molecular cluster, CH2ClFOS overall.

Geometry (Å):
C -1.31758 0.30050 0.07431
O 2.09767 -1.74994 0.28121
F -1.10872 1.48839 0.58111
S 1.37229 -0.80983 -0.56620
Cl 2.20181 1.08401 -0.40529
H -1.27963 -0.44386 0.81738
H -1.96584 0.13073 -0.78252

Forces on atoms 1 to 3 (eV/Å):
C 0.09 -1.09 -0.34
O -0.08 0.11 0.18
F -0.11 1.18 -0.24

## Properties
* frontier orbital gap (spin up / spin down): 7.56 / 9.08 eV

Here are the Löwdin charges for atoms 1 to 6, given in e:
1 C -0.1133
2 O -0.5947
3 F -0.0258
4 S 0.5085
5 Cl 0.1229
6 H 0.0347

---

No. 10
The following is a DFT calculation (ωB97M-V with the def2-TZVPD basis set) of a single CH2ClIO molecule.

Geometry (Å):
O 0.09285 -1.00364 0.53070
C -0.06187 0.13166 -0.19420
Cl 0.84764 1.51464 0.52077
I -2.17679 0.54955 -0.24528
H 1.02380 -1.24815 0.62098
H 0.27437 0.05595 -1.23298

Forces on atoms 1 to 3 (eV/Å):
O -0.05 -0.58 0.38
C -0.13 0.50 -0.35
Cl -0.08 -0.12 -0.10

## Properties
* SMILES: O[C@H](Cl)I
* frontier orbital gap: 9.96 eV

Charges per atom according to Löwdin partitioning, unit e:
1 O -0.1863
2 C -1.2399
3 Cl 0.5005
4 I 0.7842
5 H 0.1020
6 H 0.0395

---

No. 11
The following is a DFT calculation (ωB97M-V with the def2-TZVPD basis set) of CH2ClIO as an isolated structure.

Geometry (Å):
C 0.82645 0.52583 0.31154
O -0.55018 -0.62299 -0.56108
Cl 0.36777 2.03513 -0.19491
I 2.71543 -0.11746 -0.03111
H 0.33299 0.11808 1.22921
H -0.57986 -1.36135 0.08738

Forces on atoms 1 to 3 (eV/Å):
C -3.98 -3.59 0.10
O 2.48 1.32 1.49
Cl -0.20 0.93 -0.22

## Properties
* frontier orbital gap: 9.71 eV

Charges per atom according to Löwdin partitioning, unit e:
1 C -1.2719
2 O -0.2977
3 Cl 0.6409
4 I 0.8960
5 H 0.0319
6 H 0.0009

---

No. 12
The following is a DFT calculation (ωB97M-V with the def2-TZVPD basis set) of an isolated ion of composition CH2ClN2O2 and charge -1.

Geometry (Å):
O -1.73633 0.79725 1.57549
N -0.76255 0.44857 0.91420
O 0.41415 0.44932 1.39294
N -0.88161 0.08939 -0.33433
C 0.34697 -0.24072 -0.84019
Cl 1.02090 -1.89526 -0.29860
H 1.17777 0.51721 -0.44027
H 0.42071 -0.16574 -1.96924

Forces on atoms 1 to 3 (eV/Å):
O -0.53 0.07 0.07
N 2.07 0.13 0.35
O -1.04 0.33 1.35

## Properties
* SMILES: [O-][N+]([O-])=NCCl
* net charge: -1
* frontier orbital gap: 8.57 eV

Here are the Löwdin charges for atoms 1 to 6, given in e:
1 O -0.0707
2 N -0.5442
3 O -0.1562
4 N -0.0617
5 C -0.6826
6 Cl 0.3613

---

Number 1: maximum force 3.95 eV/Å, energy -40989.723 eV, molecular weight 161.91 Da. Number 2: maximum force 3.44 eV/Å, energy -42533.966 eV, molecular weight 163.01 Da. Number 3: maximum force 2.70 eV/Å, energy -42533.012 eV, molecular weight 163.01 Da. Number 4: maximum force 3.74 eV/Å, energy -28158.529 eV, molecular weight 100.93 Da. Number 5: maximum force 2.75 eV/Å, energy -43087.606 eV, molecular weight 165.00 Da. Number 6: maximum force 2.89 eV/Å, energy -36038.292 eV, molecular weight 129.02 Da. Number 7: maximum force 3.19 eV/Å, energy -54617.114 eV, molecular weight 275.38 Da. Number 8: maximum force 3.16 eV/Å, energy -18353.843 eV, molecular weight 84.48 Da. Number 9: maximum force 1.20 eV/Å, energy -29188.904 eV, molecular weight 116.54 Da. Number 10: maximum force 0.69 eV/Å, energy -23739.562 eV, molecular weight 192.38 Da. Number 11: maximum force 5.37 eV/Å, energy -23737.119 eV, molecular weight 192.38 Da. Number 12: maximum force 4.12 eV/Å, energy -20665.079 eV, molecular weight 109.49 Da.